Density functional theory data (ωB97M-V/def2-TZVPD) for a cluster of 12 separate species, C66H168N12O21 in total at a distorted geometry.

Each line ends with the Mulliken charge.
Geometry (Å):
C (19.0776, -42.4512, 37.5852)  -0.7401
O (17.7628, -42.6529, 38.1369)  -0.3122
C (17.7571, -43.6152, 39.1855)  -0.7509
C (16.3554, -43.6250, 39.8199)  0.4791
C (15.8742, -42.2534, 40.4126)  -1.2778
N (16.3138, -44.5747, 40.9530)  -0.7044
H (19.0766, -41.8503, 36.6758)  0.2501
H (19.6038, -43.3987, 37.4685)  0.2946
H (19.6656, -41.8469, 38.2759)  0.3033
H (18.0458, -44.5949, 38.8047)  0.3912
H (18.4410, -43.3840, 40.0021)  0.3755
H (15.6853, -43.9269, 39.0150)  0.2106
H (15.7480, -41.4752, 39.6598)  0.3206
H (16.5415, -41.8231, 41.1595)  0.3028
H (14.8802, -42.3637, 40.8460)  0.3567
H (15.3472, -44.7328, 41.1995)  0.2596
H (16.7024, -45.4390, 40.6036)  0.2412
C (19.1518, -26.4996, 39.0715)  -0.7886
O (19.7223, -25.8042, 40.1646)  -0.3161
C (19.8811, -24.4116, 39.7749)  -0.6877
C (20.2866, -23.5470, 41.0276)  0.5737
C (19.2657, -23.5025, 42.2131)  -1.3615
N (20.4163, -22.1870, 40.5831)  -0.7518
H (19.2719, -27.5577, 39.3044)  0.2725
H (19.7359, -26.3859, 38.1582)  0.3136
H (18.0862, -26.3968, 38.8667)  0.3150
H (20.5736, -24.3675, 38.9344)  0.3554
H (18.9099, -24.0735, 39.4135)  0.3238
H (21.2650, -23.8680, 41.3849)  0.2411
H (19.2044, -24.3618, 42.8809)  0.3282
H (18.2319, -23.2519, 41.9753)  0.3331
H (19.4477, -22.6454, 42.8614)  0.3636
H (21.1392, -22.1831, 39.8778)  0.2392
H (20.7624, -21.6313, 41.3522)  0.2465
C (19.6444, -38.0564, 43.3602)  -0.7760
O (19.0933, -37.9183, 44.6588)  -0.2820
C (19.7651, -38.7718, 45.5931)  -0.7802
C (19.2410, -38.5060, 47.0458)  0.5265
C (19.4864, -37.1357, 47.6688)  -1.3075
N (19.8290, -39.4747, 47.9120)  -0.7340
H (19.1456, -37.3338, 42.7143)  0.2600
H (19.6248, -39.0782, 42.9811)  0.2901
H (20.6928, -37.7613, 43.3193)  0.3285
H (19.5023, -39.7916, 45.3119)  0.3525
H (20.8492, -38.6718, 45.6458)  0.3720
H (18.1657, -38.6600, 46.9560)  0.2420
H (18.9049, -36.3660, 47.1614)  0.3192
H (20.5276, -36.8314, 47.5620)  0.2974
H (19.2429, -37.0905, 48.7303)  0.3609
H (19.1962, -39.5372, 48.6967)  0.2731
H (19.7260, -40.3474, 47.4142)  0.2575
C (2.1104, -37.4404, 36.4026)  -0.5704
O (1.0295, -36.6798, 35.7672)  -0.3665
C (1.1708, -35.2430, 35.9043)  -0.6686
C (2.3995, -34.6707, 35.1172)  -0.3862
N (2.1896, -34.7653, 33.6964)  -0.2777
C (3.3971, -34.3992, 32.8800)  -0.9188
C (4.6284, -35.4093, 32.9349)  -0.4729
O (4.2729, -36.7422, 32.7520)  -0.3350
C (3.9856, -37.1275, 31.4184)  -0.7136
H (2.2203, -37.2698, 37.4736)  0.2881
H (3.0020, -37.0730, 35.8946)  0.2033
H (1.9888, -38.5093, 36.2274)  0.2360
H (1.2284, -35.0324, 36.9722)  0.3876
H (0.2618, -34.7136, 35.6186)  0.3362
H (3.2733, -35.1672, 35.5392)  0.2326
H (2.5135, -33.6075, 35.3284)  0.3386
H (1.8638, -35.6741, 33.3995)  0.3077
H (3.6909, -33.4264, 33.2743)  0.4292
H (3.0504, -34.1241, 31.8839)  0.3564
H (5.1154, -35.3449, 33.9079)  0.2974
H (5.4030, -35.1282, 32.2214)  0.4539
H (4.7187, -36.6739, 30.7513)  0.3208
H (3.0333, -36.7014, 31.1026)  0.2914
H (3.9514, -38.2138, 31.3354)  0.2300
C (12.6143, -43.8142, 30.6224)  -0.7984
O (11.2204, -43.7747, 30.3246)  -0.3018
C (10.8518, -44.5942, 29.2798)  -0.4513
C (9.3435, -44.3839, 29.0268)  -0.8435
N (9.0487, -43.0816, 28.3519)  -0.3486
C (9.5078, -42.9679, 26.9317)  -0.5738
C (9.0186, -41.5713, 26.4359)  -0.6025
O (9.7205, -40.5909, 27.2151)  -0.2569
C (9.7358, -39.2553, 26.6791)  -0.8057
H (13.0039, -44.7654, 30.9853)  0.3002
H (12.7512, -43.1055, 31.4392)  0.2648
H (13.2049, -43.3767, 29.8175)  0.3208
H (11.0097, -45.6265, 29.5919)  0.4402
H (11.4236, -44.4958, 28.3571)  0.3514
H (8.8027, -44.5513, 29.9583)  0.3401
H (9.0396, -45.1870, 28.3553)  0.3865
H (9.4937, -42.3420, 28.8764)  0.2978
H (9.1612, -43.8059, 26.3270)  0.4054
H (10.5968, -42.9622, 26.9799)  0.2759
H (7.9338, -41.5262, 26.5326)  0.3133
H (9.3111, -41.5016, 25.3882)  0.4175
H (8.8297, -38.6613, 26.5598)  0.3113
H (10.0876, -39.2267, 25.6478)  0.3071
H (10.4623, -38.7060, 27.2778)  0.2498
C (31.5479, -37.0762, 37.9983)  -0.6742
O (31.6980, -35.7634, 37.5004)  -0.3592
C (30.6438, -34.8500, 37.7699)  -0.7069
C (29.4976, -34.8135, 36.7330)  -0.3597
N (28.5969, -35.9508, 36.8408)  -0.2754
C (27.5569, -35.9108, 35.8181)  -0.8654
C (26.4747, -34.8346, 35.9853)  -0.4936
O (25.9030, -34.9747, 37.2992)  -0.3406
C (25.3411, -33.8376, 37.8216)  -0.7004
H (32.4364, -37.6909, 37.8541)  0.2743
H (30.8046, -37.5260, 37.3400)  0.2658
H (31.1422, -37.2247, 38.9990)  0.2903
H (31.2082, -33.9297, 37.6195)  0.2877
H (30.3923, -34.9018, 38.8292)  0.4085
H (29.9194, -34.8764, 35.7299)  0.2892
H (28.8456, -33.9512, 36.8722)  0.3307
H (27.9896, -35.8804, 37.6447)  0.2951
H (27.0102, -36.8440, 35.6832)  0.3549
H (28.0128, -35.7168, 34.8472)  0.3663
H (25.7195, -34.9568, 35.2089)  0.3825
H (26.9208, -33.8461, 35.8757)  0.4057
H (26.1919, -33.3197, 38.2642)  0.2806
H (24.6163, -34.0868, 38.5966)  0.2287
H (24.8860, -33.2173, 37.0494)  0.3149
C (5.7996, -41.7784, 37.8861)  -0.7548
O (6.2006, -41.7298, 39.2706)  -0.2614
C (7.4486, -41.0096, 39.5861)  -0.6143
C (7.3538, -40.7646, 41.0912)  -0.4817
N (7.1382, -42.0157, 41.8617)  -0.3879
C (6.8082, -41.6832, 43.2828)  -0.9264
C (5.3471, -41.5852, 43.5903)  -0.4425
O (4.6788, -42.8242, 43.4814)  -0.3327
C (3.2824, -42.6897, 43.4142)  -0.7005
H (4.7705, -42.1212, 37.7788)  0.2300
H (6.6342, -42.2772, 37.3934)  0.3031
H (5.8462, -40.7602, 37.4999)  0.2888
H (7.4823, -40.0444, 39.0808)  0.3854
H (8.3066, -41.6362, 39.3423)  0.3382
H (6.5801, -40.0310, 41.3176)  0.2896
H (8.3008, -40.2757, 41.3199)  0.3432
H (6.4051, -42.6168, 41.5134)  0.2996
H (7.4574, -40.8973, 43.6688)  0.4458
H (7.0647, -42.5653, 43.8696)  0.3442
H (4.9666, -40.8130, 42.9217)  0.3524
H (5.2473, -41.2375, 44.6186)  0.4383
H (2.8646, -42.1321, 44.2524)  0.2984
H (2.7637, -43.6478, 43.3821)  0.2476
H (3.0792, -42.0904, 42.5267)  0.2979
C (10.8233, -32.5380, 29.0341)  -0.8077
O (9.9101, -32.0402, 28.0685)  -0.2881
C (10.5428, -31.5057, 26.9526)  -0.6215
C (9.3867, -30.8542, 26.0721)  -0.6369
N (8.6135, -31.8821, 25.4269)  -0.3655
C (7.4382, -31.2971, 24.7286)  -0.7403
C (6.6203, -32.4021, 23.9196)  -0.5907
O (6.1305, -33.4131, 24.8243)  -0.2963
C (5.7872, -34.5966, 24.0899)  -0.7450
H (11.4466, -33.4049, 28.8152)  0.3012
H (10.1717, -32.8467, 29.8515)  0.2627
H (11.3694, -31.6931, 29.4538)  0.3274
H (11.0137, -32.3228, 26.4060)  0.3162
H (11.3511, -30.8070, 27.1682)  0.4602
H (9.8368, -30.1617, 25.3608)  0.4307
H (8.7764, -30.2412, 26.7352)  0.3294
H (8.3494, -32.4500, 26.2192)  0.2475
H (7.7127, -30.5379, 23.9962)  0.4074
H (6.8308, -30.7406, 25.4424)  0.4110
H (7.2986, -32.8302, 23.1815)  0.3461
H (5.8113, -31.9059, 23.3836)  0.3908
H (6.7038, -34.9647, 23.6291)  0.3347
H (5.0366, -34.4940, 23.3062)  0.2858
H (5.4519, -35.2908, 24.8604)  0.2409
C (21.6554, -29.4682, 25.0245)  -0.7865
O (22.3632, -30.5427, 25.6870)  -0.3429
C (23.6319, -30.8074, 25.0810)  -0.4941
C (24.4676, -31.8790, 25.8030)  -0.6592
N (24.4435, -31.5257, 27.2398)  -0.4520
C (25.5234, -30.6351, 27.5327)  -0.4856
C (25.3591, -29.9976, 29.0391)  -0.7026
O (24.1693, -29.2948, 29.1176)  -0.2586
C (23.8252, -28.7181, 30.3762)  -0.7672
H (22.2607, -28.5897, 24.8010)  0.3238
H (20.9090, -29.1424, 25.7489)  0.2582
H (21.1647, -29.6909, 24.0770)  0.3041
H (24.1783, -29.8652, 25.1231)  0.2910
H (23.4453, -31.0565, 24.0364)  0.4576
H (25.4701, -31.9149, 25.3766)  0.3110
H (24.0676, -32.8766, 25.6214)  0.3365
H (23.6188, -30.9493, 27.3284)  0.3891
H (25.3889, -29.7677, 26.8865)  0.2518
H (26.4940, -31.1070, 27.3802)  0.4140
H (26.1890, -29.3151, 29.2222)  0.4137
H (25.3208, -30.7844, 29.7926)  0.3658
H (23.0502, -27.9705, 30.2070)  0.2379
H (24.6580, -28.2175, 30.8702)  0.2982
H (23.3971, -29.4485, 31.0627)  0.2960
C (13.0212, -33.1469, 42.1574)  -0.8046
O (12.4112, -33.6966, 43.3068)  -0.2929
C (12.5885, -35.0968, 43.4043)  -0.6095
C (12.3252, -35.6248, 44.8002)  -0.5080
N (10.9751, -35.2224, 45.2407)  -0.3533
C (10.8866, -35.5833, 46.6621)  -0.7122
C (9.4788, -35.6348, 47.1805)  -0.5266
O (8.9998, -34.3082, 47.2417)  -0.2715
C (7.8161, -34.1639, 48.0265)  -0.7946
H (13.2037, -32.1174, 42.4652)  0.2861
H (12.3772, -33.2512, 41.2842)  0.2708
H (14.0772, -33.3740, 42.0110)  0.3345
H (13.5859, -35.4735, 43.1778)  0.3908
H (11.9372, -35.5475, 42.6554)  0.3396
H (13.1418, -35.1806, 45.3695)  0.3106
H (12.4146, -36.7110, 44.8189)  0.3366
H (10.7840, -34.2464, 45.0649)  0.2673
H (11.3965, -34.8011, 47.2244)  0.3582
H (11.3310, -36.5519, 46.8912)  0.4620
H (9.6000, -36.0610, 48.1764)  0.3711
H (8.9296, -36.2536, 46.4710)  0.2769
H (6.8831, -34.4698, 47.5531)  0.2991
H (7.7457, -33.0996, 48.2510)  0.2553
H (7.7581, -34.6779, 48.9860)  0.3147
C (16.8873, -38.5838, 17.7851)  -0.7003
O (17.5816, -38.1294, 18.9193)  -0.3032
C (17.6034, -36.6514, 19.0207)  -0.6319
C (18.3742, -36.1924, 20.2847)  -0.6570
N (17.5776, -36.5606, 21.4771)  -0.3457
C (18.1853, -36.1093, 22.7117)  -0.6756
C (17.3604, -36.4300, 23.9304)  -0.5778
O (17.2028, -37.8610, 24.1310)  -0.3204
C (16.2574, -38.1721, 25.1668)  -0.7475
H (17.0466, -39.6616, 17.7511)  0.2253
H (17.1848, -38.0865, 16.8619)  0.2834
H (15.8424, -38.3319, 17.9659)  0.3048
H (16.5882, -36.2588, 19.0795)  0.3382
H (17.9800, -36.2043, 18.1008)  0.4540
H (18.3975, -35.1026, 20.2888)  0.3941
H (19.3920, -36.5776, 20.3467)  0.3677
H (17.5427, -37.5622, 21.6022)  0.2270
H (18.3846, -35.0389, 22.6599)  0.4212
H (19.1518, -36.6013, 22.8210)  0.3526
H (16.3625, -36.0047, 23.8235)  0.3438
H (17.8525, -35.9818, 24.7936)  0.3877
H (16.5778, -37.7580, 26.1228)  0.2810
H (16.1801, -39.2577, 25.2274)  0.2632
H (15.2429, -37.9485, 24.8367)  0.3154
C (17.7643, -32.8047, 30.4240)  -0.7253
O (17.0629, -33.4603, 31.5553)  -0.2869
C (17.9123, -33.7388, 32.6713)  -0.6623
C (17.4752, -35.0709, 33.3836)  -0.4456
N (16.2190, -34.9747, 34.0946)  -0.3687
C (15.8431, -36.2128, 34.7452)  -0.8312
C (15.2249, -37.2485, 33.7217)  -0.3769
O (14.1606, -36.6651, 32.9793)  -0.3056
C (13.1510, -37.5253, 32.5148)  -0.7836
H (18.6132, -33.4026, 30.0922)  0.3262
H (18.0391, -31.7831, 30.6866)  0.2821
H (17.0472, -32.7473, 29.6052)  0.2377
H (17.9630, -32.8763, 33.3358)  0.3256
H (18.9346, -33.8891, 32.3244)  0.4119
H (18.2761, -35.2636, 34.0974)  0.3447
H (17.5373, -35.8964, 32.6746)  0.2510
H (15.4538, -34.7017, 33.4945)  0.2996
H (15.0969, -35.8922, 35.4722)  0.3441
H (16.6808, -36.6568, 35.2829)  0.3881
H (14.8154, -38.0985, 34.2676)  0.4761
H (16.0321, -37.5619, 33.0596)  0.2380
H (12.4843, -37.7635, 33.3436)  0.3086
H (13.5488, -38.4807, 32.1727)  0.3202
H (12.5055, -37.0888, 31.7527)  0.2324

Its total charge is 0. The value obtained for the orbital gap is 8.757 eV. The calculation puts the HOMO energy at -8.4836 eV. The calculation puts the largest force on an atom at 3.0 eV/A. The energy above the lowest of the compared OMol25 structures with the same formula, charge and spin is 573.7 kJ/mol. As for the SMILES: COC[C@H](C)N.COC[C@H](C)N.COC[C@H](C)N.COCCNCCOC.COCCNCCOC.COCCNCCOC.COCCNCCOC.COCCNCCOC.COCCNCCOC.COCCNCCOC.COCCNCCOC.COCCNCCOC. The total energy comes out at -4851.832485 hartree.